22
Properties=species:S:1:pos:R:3:nbo_charge:R:1 method="wB97M-V/def2-TZVPD" homo_ha="-0.39157 / -0.50728" multiplicity=3 relative_energy_kcal_mol=47.2 charge=+1 e_tot_ev=-15529.861 s2=2.037 largest_force_ev_per_a=4.94
C 3.925 -0.072 -0.067 0.36
C -1.797 -2.030 0.060 -0.20
C -0.416 -2.078 -0.006 -0.04
C -2.428 -0.846 0.167 -0.19
C 0.384 -0.934 0.051 -0.01
C -1.627 0.348 0.155 0.22
C -0.260 0.312 0.076 0.18
C 1.820 -1.087 0.185 0.00
C 1.612 1.617 -0.438 0.25
C -2.302 1.819 0.146 -0.68
N 5.034 0.181 -0.064 -0.26
N 2.620 -0.145 -0.172 -0.46
O 0.551 1.436 0.251 -0.42
H -2.301 -3.011 -0.023 0.26
H 0.115 -2.986 -0.019 0.23
H -3.546 -0.718 0.068 0.26
H 2.181 -1.876 0.682 0.22
H 2.306 2.359 -0.021 0.24
H 1.765 1.216 -1.541 0.24
H -2.852 1.950 -0.803 0.27
H -3.188 1.815 0.802 0.26
H -1.594 2.729 0.512 0.27

25
Properties=species:S:1:pos:R:3:nbo_charge:R:1 method="wB97M-V/def2-TZVPD" homo_ha="-0.26518 / -0.26504" multiplicity=1 relative_energy_kcal_mol=112.8 charge=0 e_tot_ev=-30658.011 largest_force_ev_per_a=4.44
C -1.106 1.901 -0.359 -0.09
C 2.241 1.351 -0.819 -0.13
C -2.891 -1.470 -0.541 -0.61
C 2.847 -0.769 1.763 -0.63
C -1.182 0.356 -0.492 -0.46
C -2.608 0.006 -0.718 -0.41
C 2.704 -1.157 0.256 -0.56
N 1.123 1.236 -0.322 -0.58
S -1.502 2.496 1.205 0.14
S 3.367 0.004 -0.885 0.21
H -1.223 2.528 -1.172 0.20
H 2.716 2.191 -1.260 0.16
H -2.764 -1.710 0.464 0.21
H -2.581 -2.139 -1.343 0.22
H -3.978 -1.611 -0.741 0.21
H 3.865 -0.475 1.987 0.22
H 2.138 0.131 1.834 0.23
H 2.405 -1.628 2.356 0.21
H -0.705 -0.023 -1.377 0.23
H -0.581 -0.051 0.412 0.24
H -3.233 0.567 -0.042 0.20
H -2.750 0.263 -1.816 0.20
H 1.584 -1.279 -0.098 0.23
H 3.213 -2.035 -0.067 0.22
H -1.099 1.319 1.774 0.14

96
Properties=species:S:1:pos:R:3:lowdin_charge:R:1 method="wB97M-V/def2-TZVPD" homo_ha=-0.33805 multiplicity=1 relative_energy_kcal_mol=75.7 charge=+1 e_tot_ev=-124767.551 largest_force_ev_per_a=1.12
Sn 0.137 -0.117 -1.593 1.33
I 7.748 -5.562 1.712 0.89
C 6.111 -4.403 1.160 -0.74
C 5.550 -3.522 2.075 -0.14
C 4.462 -2.749 1.703 -0.02
C 3.922 -2.854 0.425 -0.22
C 4.493 -3.740 -0.480 -0.02
C 5.586 -4.514 -0.119 -0.14
C 2.750 -2.016 0.047 -0.08
C 1.534 -2.608 -0.012 -0.25
C 1.306 -4.014 0.272 0.04
C 0.015 -4.274 0.017 0.03
C -0.596 -3.026 -0.412 -0.22
C -1.937 -2.966 -0.878 -0.10
C -2.663 -4.244 -1.132 -0.23
C -2.742 -4.769 -2.417 -0.02
C -3.431 -5.947 -2.668 -0.14
C -4.043 -6.618 -1.619 -0.75
I -5.075 -8.387 -1.982 0.89
C -3.969 -6.114 -0.328 -0.14
C -3.285 -4.931 -0.094 -0.03
C -2.591 -1.778 -1.114 -0.24
N -2.114 -0.533 -0.780 -0.09
C -3.109 0.378 -1.193 -0.24
C -3.107 1.664 -0.825 -0.15
C -4.069 2.722 -1.171 -0.17
C -4.871 3.291 -0.185 -0.01
C -5.763 4.299 -0.506 -0.14
C -5.853 4.746 -1.820 -0.74
I -7.191 6.262 -2.300 0.90
C -5.057 4.191 -2.811 -0.14
C -4.163 3.182 -2.481 -0.01
C -1.082 2.745 -0.354 -0.35
C -0.928 4.148 -0.333 0.04
C 0.370 4.352 -0.737 0.03
C 0.955 3.068 -0.958 -0.24
N -0.013 2.092 -0.741 0.01
C 2.307 2.774 -0.992 -0.04
C 2.857 1.497 -0.725 -0.25
C 4.236 1.228 -0.590 0.00
C 4.359 -0.099 -0.249 0.01
C 3.049 -0.621 -0.215 -0.26
N 2.133 0.332 -0.490 -0.03
C 3.230 3.912 -1.225 -0.20
C 3.176 4.595 -2.436 -0.02
C 4.008 5.677 -2.675 -0.13
C 4.892 6.095 -1.690 -0.74
I 6.133 7.725 -2.035 0.90
C 4.950 5.428 -0.473 -0.14
C 4.125 4.339 -0.249 -0.04
C -4.198 -0.350 -1.829 0.05
C -3.910 -1.656 -1.734 0.04
N 0.304 -2.030 -0.382 -0.03
H 5.956 -3.442 3.074 0.09
H 4.014 -2.069 2.417 0.11
H 4.082 -3.824 -1.479 0.13
H 6.024 -5.199 -0.831 0.10
H 2.064 -4.698 0.616 0.13
H -0.505 -5.213 0.102 0.12
H -2.257 -4.250 -3.235 0.13
H -3.485 -6.340 -3.673 0.10
H -4.447 -6.636 0.489 0.09
H -3.236 -4.534 0.912 0.12
H -4.796 2.942 0.837 0.13
H -6.390 4.734 0.259 0.10
H -5.126 4.544 -3.830 0.10
H -3.532 2.746 -3.245 0.13
H -1.670 4.867 -0.034 0.12
H 0.892 5.292 -0.806 0.12
H 5.031 1.939 -0.735 0.11
H 5.266 -0.651 -0.071 0.12
H 2.483 4.272 -3.203 0.13
H 3.965 6.193 -3.624 0.10
H 5.633 5.758 0.297 0.10
H 4.170 3.824 0.703 0.12
H -5.089 0.108 -2.227 0.13
H -4.514 -2.489 -2.051 0.12
N -0.683 1.133 4.861 0.19
C -0.732 0.068 3.798 -0.46
C -1.227 -1.260 4.326 -0.05
P 0.740 -0.001 2.713 0.52
O 1.583 1.256 3.191 -0.08
O 1.439 -1.252 2.493 -0.18
O -0.210 0.554 1.505 -0.27
P -1.584 0.855 2.324 0.51
O -2.637 -0.118 1.746 -0.09
O -1.946 2.191 2.820 -0.23
O -2.126 2.001 0.112 -0.05
H -1.116 0.812 5.728 0.17
H -1.227 1.936 4.457 0.13
H 0.270 1.446 5.057 0.15
H -0.617 -1.606 5.163 0.10
H -1.159 -2.014 3.544 0.09
H -2.272 -1.190 4.633 0.10
H 2.401 1.416 2.699 0.11
H -2.365 -0.402 0.793 0.06